1.
{
  "formula": "C42H52BN8O9S4Se2Tb",
  "method": "the ωB97M-V functional and the def2-TZVPD basis",
  "fmax_ev_per_a": 3.7,
  "spin_multiplicity": 7,
  "homo_energy_ha": [-0.110, -0.110],
  "charge": -2,
  "lumo_ev": [3.4080, 3.4100],
  "e_tot_ha": -9991.91201,
  "homo_lumo_gap_ev": [6.405, 6.407],
  "s_squared": 12.700,
  "elements": ["Tb", "C", "C", "C", "C", "N", "N", "B", "N", "N", "C", "C", "C", "C", "C", "S", "C", "C", "C", "C", "N", "N", "C", "C", "C", "C", "C", "S", "C", "C", "C", "C", "C", "S", "C", "C", "C", "C", "H", "H", "H", "H", "H", "H", "H", "H", "H", "H", "H", "H", "H", "H", "H", "H", "H", "H", "H", "H", "H", "H", "H", "H", "H", "H", "H", "H", "H", "H", "H", "H", "H", "H", "H", "H", "H", "H", "H", "C", "C", "C", "C", "C", "C", "C", "S", "O", "O", "N", "C", "C", "O", "O", "H", "H", "H", "H", "H", "H", "H", "H", "H", "O", "C", "O", "Se", "O", "O", "O", "Se", "C", "C", "C", "N", "C", "C", "H", "H", "H", "H"],
  "coordinates": [[-14.80, 3.10, 17.37], [-15.93, 7.53, 20.58], [-17.10, 7.74, 19.70], [-18.15, 8.55, 19.94], [-19.23, 8.64, 19.03], [-19.26, 7.91, 17.97], [-18.23, 7.12, 17.75], [-18.32, 6.68, 16.34], [-17.52, 7.44, 15.39], [-17.19, 8.66, 15.94], [-16.41, 9.44, 15.29], [-15.87, 9.05, 14.03], [-16.19, 7.85, 13.49], [-15.71, 7.50, 12.12], [-17.06, 6.93, 14.19], [-17.37, 5.38, 13.69], [-16.24, 10.84, 15.88], [-17.28, 11.07, 16.97], [-16.40, 11.87, 14.72], [-14.85, 11.06, 16.48], [-19.44, 5.78, 15.94], [-20.09, 6.24, 14.84], [-20.78, 5.39, 14.13], [-20.87, 4.04, 14.51], [-20.26, 3.58, 15.62], [-20.22, 2.15, 15.95], [-19.64, 4.55, 16.49], [-19.14, 4.19, 18.04], [-21.56, 5.97, 12.96], [-20.52, 6.29, 11.87], [-22.52, 4.92, 12.40], [-22.35, 7.23, 13.27], [-17.10, 7.04, 18.46], [-15.82, 6.15, 17.81], [-20.43, 9.59, 19.18], [-21.28, 8.99, 20.29], [-21.22, 9.66, 17.84], [-19.90, 10.96, 19.53], [-16.16, 7.82, 21.60], [-15.10, 8.12, 20.19], [-15.73, 6.44, 20.59], [-18.18, 9.10, 20.87], [-15.27, 9.73, 13.48], [-14.97, 8.21, 11.77], [-16.52, 7.48, 11.42], [-15.30, 6.49, 12.13], [-18.32, 11.00, 16.62], [-17.08, 12.07, 17.35], [-17.12, 10.40, 17.80], [-17.33, 11.74, 14.15], [-15.58, 11.79, 14.01], [-16.39, 12.87, 15.13], [-14.70, 10.55, 17.43], [-14.69, 12.16, 16.64], [-14.08, 10.64, 15.84], [-21.43, 3.35, 13.93], [-21.11, 1.64, 15.58], [-20.06, 1.96, 16.97], [-19.37, 1.69, 15.46], [-19.81, 5.50, 11.66], [-19.93, 7.15, 12.19], [-21.02, 6.58, 10.93], [-22.00, 4.03, 12.10], [-22.99, 5.30, 11.53], [-23.32, 4.59, 13.10], [-21.66, 7.99, 13.70], [-23.17, 7.05, 13.99], [-22.81, 7.63, 12.35], [-21.66, 8.00, 20.00], [-22.13, 9.58, 20.51], [-20.71, 8.86, 21.24], [-21.64, 8.71, 17.52], [-20.57, 9.99, 17.02], [-22.04, 10.38, 17.97], [-19.27, 11.00, 20.42], [-20.72, 11.65, 19.67], [-19.31, 11.28, 18.65], [-6.89, 3.96, 20.50], [-8.23, 4.03, 19.86], [-9.33, 4.54, 20.55], [-10.56, 4.68, 19.94], [-10.66, 4.32, 18.59], [-9.59, 3.76, 17.87], [-8.36, 3.60, 18.53], [-12.12, 4.74, 17.73], [-12.00, 4.01, 16.47], [-13.13, 4.11, 18.66], [-12.38, 6.19, 17.51], [-12.74, 7.14, 18.59], [-13.34, 8.51, 18.08], [-13.66, 9.37, 18.98], [-13.50, 8.62, 16.85], [-6.85, 3.55, 21.47], [-6.47, 4.95, 20.59], [-6.21, 3.38, 19.87], [-9.15, 4.90, 21.57], [-11.41, 5.13, 20.48], [-9.71, 3.48, 16.84], [-7.56, 3.10, 18.02], [-11.81, 7.48, 19.12], [-13.35, 6.66, 19.32], [-12.96, 5.32, 14.04], [-13.64, 4.97, 14.85], [-16.93, 1.01, 15.40], [-15.80, 1.98, 14.73], [-16.13, 3.41, 15.53], [-15.80, 1.99, 13.16], [-14.30, 1.73, 15.46], [-15.92, 1.81, 19.67], [-14.07, 1.28, 19.91], [-13.36, 0.73, 18.84], [-12.02, 0.43, 19.02], [-11.36, 0.58, 20.17], [-12.04, 1.10, 21.19], [-13.38, 1.49, 21.10], [-13.87, 0.45, 17.93], [-11.43, 0.01, 18.20], [-11.46, 1.23, 22.11], [-13.86, 1.93, 21.94]]
}

2.
{
  "formula": "C5H11O2",
  "method": "the ωB97M-V functional and the def2-TZVPD basis",
  "fmax_ev_per_a": 4.1,
  "homo_energy_ha": -0.135,
  "charge": -1,
  "lumo_ev": 3.6265,
  "e_tot_ha": -347.57450,
  "homo_lumo_gap_ev": 7.294,
  "relative_energy_kcal_mol": 47.2,
  "elements": ["C", "C", "H", "H", "H", "H", "H", "H", "C", "C", "C", "O", "O", "H", "H", "H", "H", "H"],
  "coordinates": [[-2.27, -0.82, -1.82], [-1.20, -0.40, -2.87], [-2.63, -1.87, -2.09], [-1.74, -0.98, -0.69], [-3.19, -0.23, -1.69], [-0.42, 0.18, -2.25], [-1.70, 0.30, -3.58], [-0.82, -1.34, -3.30], [0.14, 0.18, 0.30], [-0.62, 1.26, 1.03], [1.30, -0.04, 1.24], [1.43, -1.06, 1.94], [2.15, 0.85, 0.94], [-0.52, -0.63, 0.11], [0.61, 0.55, -0.65], [-0.40, 2.16, 0.54], [-0.28, 1.43, 2.15], [-1.62, 1.07, 1.17]]
}

3.
{
  "formula": "C18H16ClNO4",
  "method": "the ωB97M-V functional and the def2-TZVPD basis",
  "fmax_ev_per_a": 14.6,
  "homo_energy_ha": -0.335,
  "lumo_ev": -1.2988,
  "e_tot_ha": -1510.99154,
  "homo_lumo_gap_ev": 7.826,
  "relative_energy_kcal_mol": 300.9,
  "elements": ["O", "C", "C", "C", "C", "C", "C", "C", "C", "N", "C", "C", "O", "O", "C", "C", "O", "C", "C", "C", "C", "C", "C", "Cl", "H", "H", "H", "H", "H", "H", "H", "H", "H", "H", "H", "H", "H", "H", "H", "H"],
  "coordinates": [[1.61, 4.05, -2.04], [0.64, 3.52, -2.31], [-0.02, 3.49, -3.44], [-0.45, 1.80, -3.95], [0.45, 1.00, -4.05], [0.15, -0.27, -4.38], [-1.08, -0.84, -4.37], [-1.96, 0.14, -3.95], [-1.79, 1.48, -3.78], [-0.05, 2.84, -1.36], [0.75, 2.74, 0.15], [0.67, 1.17, 0.48], [0.07, 0.35, -0.12], [1.57, 0.85, 1.45], [1.57, -0.51, 1.94], [0.13, -0.92, 2.64], [-0.64, -0.10, 2.64], [0.26, -1.81, 3.59], [-1.00, -1.90, 4.55], [-1.16, -2.82, 5.41], [-0.43, -4.08, 5.40], [0.84, -4.15, 4.36], [0.87, -3.14, 3.44], [2.13, -3.37, 2.32], [0.59, 3.69, -4.29], [-1.07, 3.82, -3.45], [1.31, 1.34, -4.19], [1.15, -1.06, -4.70], [-1.44, -1.92, -4.60], [-3.10, -0.12, -3.83], [-2.48, 2.28, -3.40], [-0.76, 2.25, -1.45], [1.74, 2.91, -0.02], [-0.04, 3.08, 0.83], [2.38, -0.48, 2.55], [1.38, -1.17, 1.13], [-1.54, -1.10, 4.33], [-2.08, -2.97, 6.08], [-0.37, -4.95, 6.00], [1.19, -5.12, 4.39]]
}

4.
{
  "formula": "C21H30F17N6O2S",
  "method": "the ωB97M-V functional and the def2-TZVPD basis",
  "fmax_ev_per_a": 5.4,
  "homo_energy_ha": -0.435,
  "charge": 1,
  "lumo_ev": -5.2540,
  "e_tot_ha": -3392.70915,
  "homo_lumo_gap_ev": 6.576,
  "elements": ["N", "C", "C", "C", "C", "C", "N", "N", "C", "C", "C", "N", "N", "N", "C", "F", "C", "C", "S", "H", "H", "H", "H", "H", "H", "H", "H", "H", "H", "H", "H", "H", "H", "H", "H", "H", "H", "H", "H", "H", "H", "C", "C", "C", "F", "F", "F", "F", "O", "C", "C", "F", "F", "F", "F", "H", "H", "H", "H", "C", "C", "C", "F", "F", "F", "F", "O", "C", "C", "F", "F", "F", "F", "H", "H", "H", "H"],
  "coordinates": [[-1.43, -4.13, 3.01], [-0.19, -4.65, 2.36], [-0.46, -5.32, 0.90], [0.46, -4.65, -0.23], [-0.22, -3.40, -0.99], [-1.50, -2.82, -0.24], [-2.04, -1.53, -0.87], [-1.34, -1.14, -1.93], [-1.85, 0.05, -2.41], [-1.08, 0.62, -3.70], [0.33, 1.32, -3.30], [1.25, 0.35, -2.58], [0.15, 2.49, -2.40], [1.12, 1.74, -4.51], [-3.01, 0.89, -1.92], [-3.32, 2.09, -2.55], [-3.78, 0.33, -0.73], [-3.15, -0.96, -0.27], [-3.93, -1.80, 1.19], [-1.27, -3.13, 3.22], [-2.23, -4.21, 2.37], [0.33, -5.42, 3.02], [0.54, -3.76, 2.29], [-1.56, -5.41, 0.65], [-0.08, -6.41, 1.02], [0.87, -5.44, -0.95], [1.38, -4.24, 0.31], [-0.56, -3.79, -2.01], [0.62, -2.63, -1.13], [-1.20, -2.57, 0.82], [-2.31, -3.62, -0.27], [-1.71, 1.41, -4.25], [-0.87, -0.20, -4.47], [1.09, -0.54, -3.09], [0.88, 0.17, -1.63], [0.85, 3.20, -2.67], [0.39, 2.25, -1.42], [0.42, 1.74, -5.27], [1.80, 0.99, -4.68], [-4.68, 0.83, -0.26], [-4.50, -2.95, 0.63], [5.50, 3.50, -2.99], [5.10, 2.82, -4.31], [4.40, 1.46, -4.19], [5.18, 0.53, -3.60], [4.09, 0.98, -5.42], [6.20, 2.72, -5.11], [4.25, 3.67, -4.95], [6.87, 3.36, -2.57], [7.21, 2.21, -1.83], [8.24, 1.33, -2.55], [7.77, 0.88, -3.73], [8.54, 0.24, -1.80], [6.10, 1.53, -1.49], [7.74, 2.66, -0.67], [5.39, 4.57, -3.15], [4.81, 3.27, -2.17], [3.47, 1.55, -3.62], [9.16, 1.89, -2.74], [-3.82, 2.77, 4.92], [-5.13, 2.65, 5.73], [-5.00, 2.07, 7.13], [-4.54, 0.80, 7.13], [-6.21, 2.03, 7.74], [-6.04, 1.95, 5.00], [-5.64, 3.91, 5.85], [-3.56, 1.73, 3.95], [-2.91, 0.57, 4.41], [-3.77, -0.69, 4.23], [-4.92, -0.60, 4.94], [-3.12, -1.79, 4.68], [-2.49, 0.74, 5.67], [-1.79, 0.45, 3.65], [-3.93, 3.67, 4.31], [-2.96, 2.96, 5.55], [-4.34, 2.68, 7.75], [-4.03, -0.84, 3.18]]
}

5.
{
  "formula": "ClO5P",
  "method": "the ωB97M-V functional and the def2-TZVPD basis",
  "fmax_ev_per_a": 3.9,
  "spin_multiplicity": 3,
  "homo_energy_ha": [0.089, -0.101],
  "charge": -2,
  "lumo_ev": [5.1342, 4.7360],
  "e_tot_ha": -1177.57268,
  "homo_lumo_gap_ev": [2.720, 7.482],
  "relative_energy_kcal_mol": 23.3,
  "s_squared": 2.008,
  "elements": ["O", "O", "O", "O", "O", "P", "Cl"],
  "coordinates": [[1.16, -1.52, -0.02], [-1.38, -1.23, -0.41], [-0.49, -0.85, 1.94], [0.91, -0.04, -0.13], [0.05, 1.90, -0.19], [-0.29, -0.79, 0.49], [0.04, 2.53, -1.68]]
}

6.
{
  "formula": "C6H9N",
  "method": "the ωB97M-V functional and the def2-TZVPD basis",
  "fmax_ev_per_a": 0.5,
  "homo_energy_ha": -0.276,
  "lumo_ev": 1.1168,
  "e_tot_ha": -288.74170,
  "homo_lumo_gap_ev": 8.624,
  "relative_energy_kcal_mol": 25.3,
  "elements": ["C", "C", "N", "C", "C", "C", "C", "H", "H", "H", "H", "H", "H", "H", "H", "H"],
  "coordinates": [[-1.34, 1.59, 0.21], [-0.22, 0.89, -0.01], [1.09, 1.38, -0.07], [1.99, 0.31, -0.16], [1.36, -0.85, -0.34], [-0.13, -0.58, -0.42], [-1.04, -1.55, 0.33], [-2.30, 1.09, 0.21], [-1.32, 2.67, 0.33], [1.34, 2.25, 0.38], [3.06, 0.50, -0.12], [1.82, -1.82, -0.49], [-0.43, -0.59, -1.48], [-0.85, -2.58, -0.02], [-2.10, -1.33, 0.12], [-0.88, -1.52, 1.41]]
}